Below is 2 unconnected molecules or ions with the total composition C4H10N3, with properties calculated with the ωB97M-V functional and the def2-TZVPD basis.

```
17
Properties=species:S:1:pos:R:3:forces:R:3
C 2.067800 -0.309142 0.419550 0.06 -0.75 0.08
C -0.374449 0.128015 -0.229051 0.44 0.53 -1.30
C 2.503293 1.060641 0.200814 0.86 -0.97 -0.69
C -2.714673 -0.655418 0.244500 3.32 -0.91 0.74
N 2.299128 -1.411273 0.703512 -0.09 -1.28 -0.60
N -0.829546 0.657118 -1.407507 -0.73 -0.23 1.03
N -1.241814 -0.475512 0.555522 -0.99 1.05 -1.33
H 2.782603 1.507401 1.130261 1.02 0.11 0.53
H 3.183179 1.075219 -0.675496 0.25 -0.02 0.98
H 1.678539 1.583780 -0.089717 -2.20 1.46 -0.82
H -2.999697 -1.230689 1.107927 -1.13 0.04 -0.01
H -2.594986 -1.289228 -0.614256 -1.08 -0.24 -0.60
H -3.172673 0.285942 0.068310 -0.81 0.57 0.04
H 2.359295 -2.458341 0.647184 -0.34 1.88 0.33
H -0.144489 1.170193 -1.959792 -0.68 -0.30 0.14
H -1.859034 0.844291 -1.590076 1.92 -0.35 0.12
H -0.942480 -0.483002 1.488320 0.18 -0.59 1.38
```
Forces are in eV/Å.

Values from the calculation:
E in hartree: -322.3270
HOMO-LUMO gap in eV: 9.209
Net charge: +1
HOMO in eV: -12.57
2S+1: 1
Relative energy (zero: lowest compared OMol25 entry of this formula, charge and spin) in kcal/mol: 83.8
Strongest force on any atom in hartree/bohr: 0.0685

Mulliken population analysis, charges in e, atoms 1 to 2: C 0.356; C -0.056


Below is a molecular structure, C46H40ClN4O2PbSi, with properties calculated with the ωB97M-V functional and the def2-TZVPD basis.

```
95
Properties=species:S:1:pos:R:3:forces:R:3
Pb 0.021778 0.734893 -0.296100 0.86 0.23 0.09
Cl 0.411504 8.309824 -1.662185 0.03 -0.12 0.03
C 0.721078 6.619112 -1.300717 0.07 0.07 0.10
C 1.472732 6.276316 -0.161629 -0.03 0.02 -0.08
C 1.743717 4.966875 0.109668 0.00 -0.04 0.01
C 1.289367 3.884365 -0.721202 0.11 -0.07 -0.10
O 1.688905 2.697481 -0.506737 -0.33 0.08 -0.08
C 0.436418 4.267752 -1.818693 0.05 0.04 -0.01
C -0.256883 3.360225 -2.692072 0.02 -0.02 -0.06
N -0.578707 2.130368 -2.484577 -0.06 -0.21 -0.03
C -1.431551 1.486491 -3.403533 0.07 0.00 0.08
C -2.390447 2.156963 -4.129191 -0.07 0.04 -0.02
C -3.243738 1.494209 -5.034453 0.02 0.09 0.01
C -3.172019 0.143882 -5.202489 0.00 -0.05 0.01
C -2.249620 -0.601856 -4.432031 0.04 0.01 0.05
C -2.175722 -2.014374 -4.502897 -0.07 0.03 -0.06
C -1.317576 -2.694393 -3.697195 0.07 -0.08 0.01
C -0.506584 -1.956174 -2.807226 0.00 0.07 0.09
N -0.523508 -0.651953 -2.732255 -0.11 0.10 -0.20
C -1.384181 0.052732 -3.524600 0.15 0.00 0.09
C 0.225703 5.638730 -2.104738 -0.07 -0.17 -0.06
H 1.832949 7.061353 0.491646 -0.01 -0.01 0.00
H 2.318574 4.693706 0.986758 -0.01 0.02 -0.03
H -0.570684 3.816296 -3.637949 -0.03 0.08 0.00
H -2.514825 3.222090 -3.977703 -0.02 -0.05 -0.03
H -3.973358 2.071402 -5.590259 0.02 0.01 0.03
H -3.831544 -0.373673 -5.890609 0.03 0.01 0.03
H -2.829153 -2.538463 -5.193011 0.02 0.02 0.02
H -1.259392 -3.775560 -3.708393 0.01 0.07 0.01
H 0.164748 -2.471593 -2.120810 -0.08 0.03 -0.07
H -0.380011 5.908593 -2.964045 0.03 -0.02 0.01
C 4.997968 0.169574 2.524731 -0.02 0.00 0.04
C 4.014103 0.930425 1.628612 0.03 0.03 -0.07
C 4.517280 2.343441 1.354657 0.00 0.01 -0.06
C 3.731108 0.135316 0.365218 0.02 0.06 -0.01
C 4.143317 0.543055 -0.900602 -0.02 0.00 -0.08
C 3.879970 -0.229852 -2.024607 -0.01 0.05 0.03
C 3.198377 -1.439391 -1.928507 0.01 -0.01 -0.06
C 2.912004 -2.264209 -3.159846 0.00 0.05 0.07
C 2.777563 -1.841494 -0.666541 -0.06 -0.07 0.07
C 3.033346 -1.063832 0.456713 -0.02 -0.21 0.02
H 5.216069 0.742638 3.432838 -0.03 -0.06 -0.08
H 5.938694 0.001976 1.990554 -0.03 0.01 0.04
H 4.598287 -0.802576 2.823850 0.03 0.05 -0.02
H 3.064400 1.013430 2.166738 -0.03 0.00 0.00
H 5.514613 2.325205 0.899648 -0.06 0.00 0.04
H 4.592216 2.901942 2.291564 0.00 -0.02 -0.04
H 3.832331 2.867243 0.684397 0.05 -0.03 0.06
H 4.652046 1.490666 -1.026330 -0.03 -0.05 0.01
H 4.200594 0.122757 -3.001111 -0.01 -0.01 0.06
H 2.124048 -1.803675 -3.762930 0.05 -0.02 0.02
H 2.582984 -3.271108 -2.893365 0.01 0.04 0.00
H 3.801339 -2.352106 -3.787318 -0.02 0.00 0.01
H 2.229992 -2.774037 -0.554066 0.02 0.05 -0.01
H 2.669769 -1.400328 1.424668 0.01 0.03 -0.02
N -3.524317 0.694701 -0.217815 -0.35 -0.15 0.07
C -2.376035 0.435622 -0.335576 -0.15 0.09 -0.23
H -4.230056 0.540534 0.491761 0.05 -0.01 0.05
O -1.342874 4.461990 2.069623 0.09 -0.58 -0.24
C -1.093499 3.384936 1.600972 0.09 -0.06 -0.05
N -0.856619 2.298078 1.164503 -0.26 0.74 0.43
C -5.586408 -0.528718 3.644993 0.06 0.02 -0.01
C -4.675550 0.513142 3.502204 0.03 -0.03 0.00
C -3.424498 0.277685 2.942090 0.06 -0.01 0.00
C -3.035871 -1.002715 2.515778 -0.21 -0.10 -0.24
C -3.972424 -2.034683 2.674030 0.04 0.12 0.10
C -5.229098 -1.805141 3.232934 0.14 0.00 -0.04
Si -1.355955 -1.178643 1.602528 -0.33 -0.08 0.33
C -0.134074 -1.376280 3.059494 0.07 -0.06 0.05
C 0.711067 -0.316435 3.405529 -0.02 0.03 -0.08
C 1.600262 -0.410265 4.472700 -0.02 -0.03 -0.02
C 1.666974 -1.579538 5.217276 -0.04 -0.02 -0.04
C 0.826121 -2.643170 4.903044 -0.02 0.04 -0.04
C -0.066997 -2.536072 3.843606 0.04 0.07 0.02
C -1.418756 -2.868821 0.717417 0.12 -0.08 -0.10
C -0.345267 -3.772754 0.749208 -0.06 -0.01 -0.06
C -0.330742 -4.924694 -0.034039 -0.04 0.12 0.02
C -1.395158 -5.206160 -0.882332 0.00 0.04 0.03
C -2.461695 -4.316350 -0.952532 0.03 0.06 0.11
C -2.464648 -3.164625 -0.173434 0.05 -0.04 0.04
H -6.566368 -0.344906 4.070832 0.03 0.00 -0.01
H -4.942306 1.516085 3.817616 0.02 -0.03 -0.01
H -2.733451 1.109155 2.810315 -0.05 -0.06 0.00
H -3.713046 -3.042831 2.366393 -0.02 0.03 -0.05
H -5.929562 -2.626233 3.343686 0.03 0.02 -0.01
H 0.660636 0.610006 2.832640 0.01 -0.09 0.07
H 2.241984 0.429196 4.719901 -0.03 -0.03 -0.02
H 2.366036 -1.662896 6.041704 -0.02 0.00 -0.01
H 0.863239 -3.554197 5.490705 0.00 0.02 -0.02
H -0.728532 -3.370810 3.621557 0.07 0.06 0.01
H 0.500903 -3.568341 1.400111 -0.06 -0.04 -0.03
H 0.512264 -5.604846 0.020679 -0.01 0.01 0.01
H -1.392009 -6.108116 -1.485047 0.00 0.04 0.02
H -3.289014 -4.515261 -1.625122 0.01 0.01 0.02
H -3.294998 -2.468293 -0.269653 0.04 -0.07 0.03
```
Forces are in eV/Å.

Values from the calculation:
E in hartree: -3089.0440
HOMO-LUMO gap in eV: 5.858
Net charge: -1
HOMO in eV: -3.87
2S+1: 1
Relative energy (zero: lowest compared OMol25 entry of this formula, charge and spin) in kcal/mol: 11.7
Strongest force on any atom in hartree/bohr: 0.0175

Mulliken population analysis, charges in e, atoms 1 to 2: Pb 0.978; Cl -0.286


Below is a molecular structure, C24H23N8O2S2Ti, with properties calculated with the ωB97M-V functional and the def2-TZVPD basis.

```
60
Properties=species:S:1:pos:R:3:forces:R:3
Ti -0.763381 -0.369633 -0.626375 -0.57 -0.03 -0.80
C -3.049061 2.224735 2.146814 0.02 0.02 0.06
C -2.608313 1.689105 0.973599 0.11 -0.05 -0.01
N -1.395780 1.085386 0.878183 -0.31 -0.08 -0.01
C -0.645168 1.106130 1.991763 0.42 -0.15 0.41
C -1.160603 1.591826 3.212704 -0.03 0.17 -0.17
N -2.336337 2.151631 3.307502 -0.11 0.00 -0.07
C 0.656969 0.563528 1.790693 0.23 0.09 -0.36
C 1.717034 0.580182 2.660098 -0.08 -0.02 0.11
C 2.973912 0.097840 2.270771 0.28 -0.01 0.20
C 3.119496 -0.321084 0.939089 0.06 -0.04 -0.04
C 2.059922 -0.306983 0.070938 -0.32 0.13 0.11
N 0.788121 0.077580 0.495045 0.22 -0.13 0.17
C 2.127129 -0.526621 -1.342403 0.17 -0.09 0.18
C 3.269978 -0.987157 -2.034845 -0.07 0.13 -0.05
N 3.326207 -1.072741 -3.337653 -0.01 0.01 -0.06
C 2.209734 -0.701811 -4.010648 0.03 -0.02 -0.01
C 1.068007 -0.322662 -3.366544 -0.08 0.09 0.17
N 0.993583 -0.249691 -2.020965 -0.11 -0.08 -0.13
C 4.118125 0.087854 3.194210 -0.22 0.00 -0.18
C 4.221018 0.971485 4.270432 0.02 0.07 0.11
C 5.322282 0.917410 5.106718 0.00 -0.02 -0.05
N 6.338780 0.065133 4.960455 -0.06 0.01 -0.04
C 6.240568 -0.778420 3.931018 -0.05 0.01 0.01
C 5.176858 -0.811325 3.046605 0.10 -0.06 0.00
H -4.018351 2.704316 2.189028 0.02 0.01 0.06
H -3.215631 1.699617 0.079421 -0.01 -0.01 -0.01
H -0.567644 1.498025 4.116421 -0.02 0.04 0.01
H 1.563614 0.958096 3.663000 0.01 -0.01 -0.01
H 4.097850 -0.598545 0.568586 -0.01 0.00 0.02
H 4.148493 -1.287450 -1.475765 0.01 -0.01 -0.03
H 2.238091 -0.742576 -5.091411 0.06 -0.02 0.00
H 0.171446 -0.047824 -3.906916 0.00 0.00 -0.01
H 3.460377 1.721498 4.444809 0.01 0.00 0.01
H 5.395341 1.612526 5.937235 0.02 -0.02 0.01
H 7.056404 -1.484073 3.809440 0.01 0.02 0.02
H 5.160655 -1.557041 2.262317 0.01 0.01 0.01
N -1.552235 -1.783705 -2.465125 0.27 0.01 0.12
N -0.689337 -2.889183 -2.527904 -0.01 0.02 -0.05
C -0.037454 -3.191771 -1.324704 0.05 0.39 0.48
O 0.512151 -4.267676 -1.182670 -0.06 -0.05 -0.08
O -0.071395 -2.217155 -0.461457 0.38 -0.55 0.08
H -2.514921 -2.036620 -2.248373 -0.09 0.05 -0.03
H -1.524514 -1.243686 -3.319110 0.01 0.03 -0.05
H -0.998477 -3.705813 -3.031009 -0.08 -0.02 -0.05
C -3.924233 2.367293 -3.255718 -0.03 0.04 0.02
C -3.444897 1.200106 -2.398644 -0.06 0.05 -0.06
S -1.687187 1.248845 -2.239563 -0.08 0.10 0.09
C -4.353266 0.353964 -1.880094 -0.03 0.13 -0.10
C -5.833141 0.535884 -2.156291 -0.05 0.00 0.02
S -4.208584 -1.101048 -0.877923 0.14 -0.07 0.12
H -3.073995 2.945032 -3.610579 0.02 -0.03 0.02
H -4.567530 3.046681 -2.688207 0.00 -0.04 0.00
H -4.489894 2.035428 -4.129540 0.02 -0.03 0.00
H -6.021078 1.130706 -3.046956 0.00 -0.01 0.01
H -6.332920 1.017235 -1.309659 0.03 0.02 -0.01
H -6.327265 -0.429914 -2.292417 0.06 -0.01 0.00
C -2.675917 -1.171250 0.095545 -0.39 0.08 -0.24
H -2.935855 -0.832582 1.097814 0.01 -0.03 0.06
H -2.507783 -2.249058 0.149196 0.11 -0.03 0.02
```
Forces are in eV/Å.

Values from the calculation:
E in hartree: -3162.9011
HOMO-LUMO gap (spin up / spin down) in eV: 5.020 / 5.051
Net charge: -1
HOMO (spin up / spin down) in eV: -3.03 / -3.07
2S+1: 1
Relative energy (zero: lowest compared OMol25 entry of this formula, charge and spin) in kcal/mol: 0.0
Strongest force on any atom in hartree/bohr: 0.0192

Mulliken population analysis, charges in e, atoms 1 to 2: Ti -0.449; C -0.611